(a)
Entry from the OMol25 dataset: the molecule C5H10O2S (ωB97M-V/def2-TZVPD).

Structure (XYZ):
```
18
C5H10O2S | the OMol25 dataset | ωB97M-V/def2-TZVPD
C 1.112 1.875 0.127
C 0.164 0.678 0.476
C 0.381 -0.729 -0.409
C 0.512 -1.869 0.593
C -0.984 -0.646 -1.058
S -1.570 0.711 0.054
O -2.279 0.001 1.040
O -2.127 1.941 -0.587
H 0.668 2.528 -0.646
H 1.996 1.677 -0.331
H 1.378 2.585 0.904
H 0.303 0.490 1.514
H 1.363 -0.679 -0.986
H 1.388 -1.769 1.272
H 0.582 -2.808 0.052
H -0.393 -1.925 1.188
H -0.978 -0.502 -2.098
H -1.518 -1.559 -1.103
```

- HOMO: -10.6 eV
- LUMO energy: 0.9 eV
- SMILES: C[C@@H]1[C@@H](C)CS1(=O)=O
- Kohn-Sham gap: 0.421 Eh

Atomic partial charges in e from the Mulliken method, atoms 1 to 5: atom 1 (C): -1.36, atom 2 (C): -0.19, atom 3 (C): 0.44, atom 4 (C): -1.57, atom 5 (C): -1.05

(b)
Entry from the OMol25 dataset: the molecule C5H10O2S (ωB97M-V/def2-TZVPD).

Structure (XYZ):
```
18
C5H10O2S | the OMol25 dataset | ωB97M-V/def2-TZVPD
C 1.782 0.475 -1.835
C -0.266 -0.782 1.280
C -1.544 0.133 1.605
C 0.128 -0.571 -0.153
C 1.213 0.402 -0.372
O -2.545 -0.397 -1.140
O -1.695 1.075 0.595
S -1.445 0.451 -0.871
H 1.457 1.435 -2.245
H 1.246 -0.348 -2.252
H 0.499 -0.574 1.998
H -0.605 -1.871 1.622
H -2.431 -0.574 1.606
H -1.498 0.672 2.578
H 0.050 -1.595 -0.703
H 0.685 1.359 -0.159
H 2.930 0.491 -1.873
H 2.038 0.219 0.320
```

- HOMO: -9.1 eV
- LUMO energy: 1.0 eV
- Kohn-Sham gap: 0.369 Eh

Atomic partial charges in e from the Mulliken method, atoms 1 to 5: atom 1 (C): -0.99, atom 2 (C): -0.76, atom 3 (C): -0.40, atom 4 (C): -0.26, atom 5 (C): -0.40

(b) has the most favorable energy; the next structure is 2.6 kcal/mol above.

(a)
Entry from the OMol25 dataset: the molecule C17H21N3O2 (ωB97M-V/def2-TZVPD).

Structure (XYZ):
```
43
C17H21N3O2 | the OMol25 dataset | ωB97M-V/def2-TZVPD
C -1.050 -3.005 0.572
C -2.473 -2.717 0.096
O -2.623 -1.426 -0.445
C -2.617 -0.363 0.485
O -3.754 0.437 0.305
C -3.836 1.085 -0.958
C -5.177 1.795 -1.034
C -1.333 0.445 0.411
C -0.475 0.347 -0.676
C 0.685 1.096 -0.721
C 1.007 1.967 0.316
C 2.220 2.784 0.280
C 3.467 2.360 0.055
C 3.911 0.981 -0.101
N 5.168 0.827 -0.514
C 5.609 -0.417 -0.641
C 4.833 -1.520 -0.362
C 3.524 -1.256 0.078
N 2.632 -2.243 0.343
N 3.082 -0.010 0.210
C 0.121 2.092 1.384
C -1.030 1.329 1.439
H -0.777 -2.331 1.381
H -0.985 -4.030 0.928
H -0.351 -2.867 -0.249
H -2.738 -3.393 -0.722
H -3.184 -2.868 0.922
H -2.740 -0.756 1.507
H -3.746 0.338 -1.756
H -3.011 1.805 -1.058
H -5.269 2.307 -1.987
H -5.257 2.519 -0.228
H -5.984 1.075 -0.933
H -0.727 -0.324 -1.483
H 1.345 1.019 -1.571
H 2.064 3.841 0.467
H 4.279 3.072 0.005
H 6.633 -0.518 -0.979
H 5.198 -2.529 -0.469
H 2.953 -3.185 0.472
H 1.765 -1.965 0.768
H 0.351 2.776 2.189
H -1.708 1.423 2.275
```

- HOMO: -8.3 eV
- LUMO energy: 0.3 eV
- SMILES: CCOC(OCC)c1ccc(/C=C\c2nccc(N)n2)cc1
- Kohn-Sham gap: 0.319 Eh

Atomic partial charges in e from the Mulliken method, atoms 1 to 5: atom 1 (C): -0.97, atom 2 (C): -0.43, atom 3 (O): -0.42, atom 4 (C): -0.63, atom 5 (O): -0.37

(b)
Entry from the OMol25 dataset: a structure of composition C17H21N3O2 (ωB97M-V/def2-TZVPD).

Structure (XYZ):
```
43
C17H21N3O2 | the OMol25 dataset | ωB97M-V/def2-TZVPD
C -4.239 2.577 0.239
C -2.753 2.589 0.173
C -1.961 1.481 0.097
N -0.610 1.449 -0.035
C 0.007 2.687 -0.049
O 1.230 2.901 -0.123
N -0.780 3.816 0.080
C -2.137 3.913 0.215
O -2.666 5.015 0.342
H -4.580 3.618 0.255
H -4.669 2.081 -0.635
H -4.611 2.084 1.143
H -2.429 0.506 0.156
H -0.254 4.667 0.129
C 0.396 -3.267 2.503
C -0.229 -1.902 2.836
C 0.544 -0.737 2.244
N 0.806 -0.975 0.834
C 0.848 0.129 0.020
C 1.055 -0.127 -1.418
C 0.564 -1.226 -2.134
C 1.095 -1.479 -3.405
C 2.093 -0.648 -3.938
C 2.377 0.561 -3.308
C 1.832 0.825 -2.062
C 1.674 -2.193 0.659
C 0.852 -3.416 1.047
H 1.279 -3.399 3.140
H -0.311 -4.059 2.767
H -1.245 -1.853 2.427
H -0.305 -1.758 3.910
H -0.037 0.193 2.286
H 1.490 -0.571 2.784
H 1.485 0.900 0.449
H -0.216 -1.892 -1.724
H 0.743 -2.330 -3.999
H 2.610 -0.908 -4.852
H 3.018 1.320 -3.758
H 2.020 1.736 -1.524
H 2.052 -2.318 -0.373
H 2.558 -2.163 1.317
H 1.423 -4.338 0.910
H -0.022 -3.491 0.377
```

- HOMO: -8.2 eV
- LUMO energy: 0.0 eV
- Kohn-Sham gap: 0.302 Eh

Atomic partial charges in e from the Mulliken method, atoms 1 to 5: atom 1 (C): -1.43, atom 2 (C): 0.30, atom 3 (C): -0.28, atom 4 (N): -0.16, atom 5 (C): 0.31

(c)
Entry from the OMol25 dataset: the molecule C17H21N3O2 (ωB97M-V/def2-TZVPD).

Structure (XYZ):
```
43
C17H21N3O2 | the OMol25 dataset | ωB97M-V/def2-TZVPD
O -1.780 -0.278 -1.601
C -2.017 -0.253 -0.409
C -0.924 -0.207 0.649
C -0.168 1.125 0.565
C 0.709 1.210 -0.694
C 1.950 0.421 -0.538
N 3.156 0.885 -0.424
C 3.919 -0.243 -0.280
C 5.358 -0.212 -0.116
C 6.021 1.012 -0.081
C 7.394 1.046 0.077
C 8.109 -0.134 0.200
C 7.451 -1.354 0.164
C 6.079 -1.399 0.006
N 3.200 -1.337 -0.302
O 1.917 -0.917 -0.470
N -3.272 -0.232 0.083
C -4.452 -0.256 -0.754
C -5.345 0.959 -0.490
C -6.126 0.594 0.778
C -6.193 -0.946 0.803
C -5.365 -1.432 -0.396
H -0.231 -1.028 0.461
H -1.349 -0.328 1.646
H -0.887 1.947 0.543
H 0.456 1.249 1.453
H 0.136 0.824 -1.541
H 1.001 2.242 -0.885
H 5.446 1.919 -0.179
H 7.909 1.995 0.105
H 9.182 -0.105 0.323
H 8.012 -2.272 0.258
H 5.548 -2.337 -0.025
H -3.426 -0.216 1.077
H -4.088 -0.300 -1.783
H -4.766 1.874 -0.376
H -6.025 1.086 -1.331
H -7.119 1.040 0.771
H -5.608 0.968 1.662
H -5.782 -1.332 1.736
H -7.220 -1.300 0.732
H -6.015 -1.644 -1.245
H -4.794 -2.332 -0.172
```

- HOMO: -9.0 eV
- LUMO energy: 0.7 eV
- SMILES: O=C(CCCc1nc(-c2ccccc2)no1)NC1CCCC1
- Kohn-Sham gap: 0.354 Eh

Atomic partial charges in e from the Mulliken method, atoms 1 to 5: atom 1 (O): -0.71, atom 2 (C): 0.50, atom 3 (C): -0.49, atom 4 (C): -0.88, atom 5 (C): -0.52

(c) has the most favorable energy; the next structure is 13.4 kcal/mol above.

(a)
Entry from the OMol25 dataset: the molecule C4H6FNOS (ωB97M-V/def2-TZVPD).

Structure (XYZ):
```
14
C4H6FNOS | the OMol25 dataset | ωB97M-V/def2-TZVPD
O -1.136 2.432 0.997
C -0.710 1.466 0.290
C 0.591 1.242 -0.453
C 0.215 -0.192 -0.636
C 0.928 -1.137 0.089
F 1.316 -0.821 1.455
N -1.068 0.147 0.041
S -2.454 -0.872 0.235
H 0.574 1.796 -1.385
H 1.772 1.426 -0.005
H 0.002 -0.709 -1.674
H 0.325 -1.942 0.105
H 1.905 -1.167 -0.513
H -2.261 -1.669 1.454
```

- HOMO: -10.0 eV
- LUMO energy: 0.3 eV
- SMILES: O=C1C[C@@H](CF)N1S
- Kohn-Sham gap: 0.379 Eh

Atomic partial charges in e from the Mulliken method, atoms 1 to 5: atom 1 (O): -0.63, atom 2 (C): 0.42, atom 3 (C): -0.44, atom 4 (C): 0.41, atom 5 (C): -0.88

(b)
Entry from the OMol25 dataset: the molecule C4H6FNOS (ωB97M-V/def2-TZVPD).

Structure (XYZ):
```
14
C4H6FNOS | the OMol25 dataset | ωB97M-V/def2-TZVPD
O 2.973 -0.280 1.058
C 1.886 -0.217 0.545
N 1.251 0.902 0.111
C 0.127 0.759 -0.746
C -0.472 -0.624 -0.499
C -1.602 -0.564 0.521
F -1.192 0.032 1.719
S 0.915 -1.611 0.028
H 1.640 1.831 0.276
H -0.541 1.567 -0.552
H 0.409 0.727 -1.810
H -0.938 -1.020 -1.440
H -2.061 -1.557 0.727
H -2.395 0.056 0.062
```

- HOMO: -9.4 eV
- LUMO energy: 0.5 eV
- SMILES: O=C1NC[C@H](CF)S1
- Kohn-Sham gap: 0.366 Eh

Atomic partial charges in e from the Mulliken method, atoms 1 to 5: atom 1 (O): -0.57, atom 2 (C): 0.51, atom 3 (N): -0.16, atom 4 (C): -0.65, atom 5 (C): 0.02

(b) has the most favorable energy; the next structure is 72.9 kcal/mol above.